105
Properties=species:S:1:pos:R:3:forces:R:3 method="wB97M-V/def2-TZVPD" e_lumo_ev="0.4663 / 0.4661" fmax_ev_per_a=3.33 relative_energy_kj_mol=68.8 energy_ev=-121632.186 gap_ev="7.52 / 8.23" multiplicity=5 s2=6.022
Cr -1.08561 0.00145 1.07549 0.04 0.21 0.28
C 2.32814 -1.81670 -0.46422 -0.19 -0.06 0.49
N 3.07594 -1.46153 0.78153 0.03 0.52 -1.04
C 3.00385 -2.49341 1.78390 0.96 -0.03 0.48
P 2.80370 0.11581 1.24906 -1.13 -1.46 -2.44
O 1.39528 0.37614 1.54144 -0.98 0.63 0.32
O 3.33105 0.92642 -0.02982 -0.15 0.79 -0.91
P 2.82423 1.77010 -1.35862 1.25 -2.21 -0.13
O 1.52263 1.29689 -1.86085 0.07 0.35 0.21
N 4.03617 1.38713 -2.43140 -0.41 0.51 -0.08
C 5.43844 1.36468 -2.08414 0.80 -0.91 1.09
C 3.67965 1.39901 -3.84576 -1.05 1.34 -0.11
N 3.02367 3.29747 -0.86513 -0.88 -0.23 1.19
C 3.50915 4.39590 -1.66876 0.62 -0.88 0.00
C 2.05505 3.57955 0.22830 -0.26 -0.95 -0.09
N 3.81319 0.50194 2.40975 -0.22 0.62 1.22
C 5.20704 0.34365 2.30927 1.97 -0.80 2.57
C 3.42582 1.58044 3.30644 -1.22 -0.13 0.05
H 2.87786 -2.58404 -1.02214 -0.13 -0.03 0.27
H 2.27912 -0.94057 -1.09967 -0.15 0.03 -0.15
H 1.26869 -2.14308 -0.26117 1.00 0.25 -0.05
H 3.54954 -3.38250 1.42231 -0.30 0.22 0.14
H 1.96962 -2.74577 1.99532 -0.20 -0.22 0.31
H 3.53205 -2.12930 2.68987 -0.49 -0.38 -0.31
H 5.52503 1.16946 -0.98311 -0.04 -0.02 -1.00
H 6.06399 2.24965 -2.25606 -0.56 0.35 -0.33
H 5.95172 0.53672 -2.62704 -0.44 0.38 0.39
H 2.61656 1.07671 -3.96434 0.92 0.25 0.09
H 4.31851 0.72960 -4.38132 0.43 -0.46 -0.38
H 3.77932 2.44033 -4.29786 -0.04 -1.14 0.35
H 3.86319 4.02313 -2.63156 0.10 0.09 0.13
H 4.31145 4.89510 -1.14332 0.36 0.21 0.02
H 2.73731 5.09403 -1.84196 -0.99 0.88 -0.34
H 1.03469 3.23549 -0.05301 0.50 0.32 0.18
H 2.04282 4.62351 0.40343 -0.09 1.07 0.20
H 2.31919 3.06791 1.17456 0.04 0.24 -0.56
H 5.51623 -0.42228 1.62770 0.03 -0.08 -0.79
H 5.62861 -0.02032 3.32058 -0.67 0.39 -1.16
H 5.70282 1.29997 2.19419 0.25 0.24 -0.68
H 2.31428 1.66207 3.32913 0.87 0.16 -0.08
H 3.92088 2.52549 3.07954 -0.12 0.12 -0.41
H 3.74889 1.31553 4.28485 0.24 -0.25 1.03
C -1.40995 2.12562 5.52974 -1.74 -2.16 -0.68
C -0.59496 2.60477 4.56033 0.54 0.26 -0.06
C -0.58091 1.98393 3.30551 0.03 0.65 1.32
C -1.35719 0.89406 2.99967 -0.01 -0.51 -1.07
C -2.19106 0.42707 4.02228 -0.62 -0.28 -0.45
C -2.26926 1.01794 5.25071 0.98 1.46 0.44
H -1.45617 2.51997 6.48713 0.05 0.97 1.65
H 0.04636 3.44480 4.83062 0.03 -0.09 -0.41
H 0.12013 2.39391 2.63868 0.73 0.35 -1.29
H -2.85146 -0.40843 3.81485 -0.04 -0.17 0.01
H -2.98839 0.71030 5.99136 -0.04 -0.24 0.21
C -1.00024 -0.69356 -5.10132 0.16 0.46 0.74
C -1.31314 -1.66847 -3.94630 0.04 0.37 -0.37
C -0.03393 -2.12968 -3.24857 0.23 0.27 0.60
C -2.07489 -2.88584 -4.44882 0.92 -1.06 -0.09
O -2.17224 -0.87044 -3.04477 0.43 -1.32 0.64
P -2.26067 -1.39716 -1.47777 -0.87 1.32 -0.96
O -2.76100 -2.78485 -1.35028 0.60 -0.10 0.18
O -0.94829 -0.95817 -0.84496 -0.12 -0.22 0.75
O -3.31695 -0.30666 -0.92479 -0.81 -0.27 0.23
C -4.74712 -0.53183 -0.62486 0.11 -1.19 0.43
C -5.37524 -1.50355 -1.56908 -0.74 -0.40 -1.42
C -4.86336 -1.16217 0.79432 2.39 1.71 -0.40
C -5.43827 0.81902 -0.67603 0.74 0.48 0.57
H -0.33184 -1.18854 -5.83577 -0.56 0.44 0.23
H -0.49326 0.19234 -4.65491 0.01 -0.58 -0.36
H -1.93287 -0.27360 -5.53348 0.51 -0.64 -0.03
H 0.60416 -2.60915 -3.98390 0.17 0.01 -0.24
H -0.25753 -2.91041 -2.48392 0.15 0.70 -0.39
H 0.50713 -1.26761 -2.78320 -0.39 -0.81 -0.35
H -1.49883 -3.53452 -5.17007 -0.23 0.95 0.61
H -2.95915 -2.57275 -4.94176 -1.02 0.26 -0.47
H -2.32996 -3.54360 -3.61813 -0.14 0.15 0.07
H -4.96330 -2.51030 -1.59432 0.35 0.29 0.11
H -5.43652 -1.11205 -2.58573 0.44 0.02 -0.18
H -6.41527 -1.63589 -1.32321 -0.58 0.10 0.50
H -4.23146 -2.04051 0.85369 -0.10 -0.31 -0.12
H -5.84109 -1.36862 1.11188 -1.48 -0.34 0.12
H -4.43241 -0.42822 1.49283 -0.09 -0.19 0.07
H -5.37750 1.32534 -1.66520 -0.01 -0.48 0.65
H -4.89639 1.41332 0.08966 -0.47 0.16 -0.54
H -6.48317 0.71246 -0.34757 0.31 0.05 -0.23
C -1.94319 -5.29999 2.29099 0.37 0.11 1.19
N -1.45720 -3.94997 2.49195 0.64 0.81 0.68
C -0.70759 -3.42238 3.56624 -0.45 -1.28 -0.38
C -0.45587 -2.13761 3.22480 -0.10 -0.23 -0.16
N -1.04160 -1.83747 2.01783 0.33 -0.38 0.06
C -1.60435 -2.94461 1.60786 -0.63 -0.85 -0.02
H -2.89702 -5.46989 2.76524 -0.39 0.11 0.18
H -1.24111 -6.01214 2.71337 0.17 -0.02 0.00
H -2.03028 -5.48466 1.25675 -0.12 -0.18 -1.22
H -0.44720 -4.05471 4.42581 -0.08 0.57 -0.59
H 0.15288 -1.41592 3.69504 0.28 0.60 0.63
H -2.17864 -3.10296 0.70693 0.14 0.21 -0.28
I -2.97788 5.40725 -1.65708 0.18 -0.17 0.19
C -2.05604 3.62709 -1.13654 -0.57 -0.24 -0.09
C -1.54683 2.70189 -2.02591 0.35 0.25 -0.84
N -1.19221 1.63854 -1.34160 0.79 -1.81 0.15
N -1.50638 1.74935 -0.04023 0.83 -0.33 -0.72
C -2.03810 2.94452 0.08746 -0.21 0.43 0.48
H -1.40858 2.68030 -3.09303 -0.02 0.38 -0.05
H -0.68913 0.74973 -1.64637 -0.92 1.50 0.46
H -2.38590 3.20357 1.06054 -0.20 0.49 0.38



105
Properties=species:S:1:pos:R:3:forces:R:3 method="wB97M-V/def2-TZVPD" e_lumo_ev=-2.9959 fmax_ev_per_a=2.01 energy_ev=-93934.621 gap_ev=7.16 charge=+1
C 3.58241 -2.06957 1.05188 -0.04 0.14 0.23
C 3.74171 -1.46314 -0.33269 0.06 -0.64 -0.34
N 3.19151 -2.25801 -1.46152 -0.60 -0.51 0.86
C 1.83981 -1.89258 -1.86477 0.23 0.52 -0.04
C 0.76870 -2.10681 -0.80025 -0.02 0.07 0.09
C -0.62838 -1.69040 -1.27411 0.58 -0.17 -0.16
O -0.79401 -1.77688 -2.68282 -0.72 0.15 -0.05
C -0.90051 -3.09698 -3.14762 0.59 -0.04 0.33
C -2.15985 -3.78888 -2.57333 -0.21 0.30 -0.73
S -1.81721 -5.49128 -2.05842 1.11 -1.26 1.10
O -0.54926 -5.89921 -2.56300 -0.31 0.42 -0.63
O -2.04089 -5.65516 -0.65082 -0.60 0.49 -0.13
C -3.09437 -6.52422 -2.96323 0.49 -0.37 -0.76
F -4.16605 -5.78354 -3.30438 -0.01 -0.14 0.26
F -2.49553 -6.94560 -4.09434 -0.35 0.25 0.47
C -3.50177 -7.78410 -2.14135 0.02 -0.70 -0.14
F -4.16864 -8.61318 -2.97944 0.51 0.72 0.99
F -4.28994 -7.44856 -1.10604 0.60 -0.34 -0.75
F -2.37367 -8.39907 -1.71247 -1.25 0.59 -0.28
N -2.78153 -2.95544 -1.51642 -0.03 0.27 0.37
C -4.00577 -3.57495 -0.87434 -0.66 -0.20 -0.27
C -5.19104 -2.63410 -0.76585 0.22 -0.21 -0.14
C -1.71089 -2.51577 -0.55022 0.50 -0.17 0.46
C -2.23507 -1.86668 0.69548 -0.31 0.27 0.31
I -1.85060 -2.96718 2.46139 -0.01 0.11 -0.26
C -2.85991 -0.69232 0.80205 0.31 -0.30 -0.19
C -3.32789 -0.06408 2.07164 -0.45 0.44 -0.57
I -3.24160 0.47875 -0.91926 -0.07 -0.02 0.10
C 3.36277 -3.63378 -1.39030 -0.25 -0.67 -0.51
C 4.73939 -4.16092 -1.08518 -0.30 0.56 0.59
O 2.45269 -4.41501 -1.65152 0.40 0.56 -0.07
H 2.58606 -2.44096 1.26072 -0.25 -0.06 -0.10
H 4.27570 -2.87506 1.25310 0.19 -0.22 -0.11
H 3.78222 -1.29532 1.78317 0.06 0.20 0.23
H 4.79683 -1.31645 -0.52059 0.23 0.38 -0.07
H 3.22534 -0.51436 -0.35803 0.07 0.37 -0.14
H 1.63345 -2.40556 -2.79059 -0.13 -0.23 -0.11
H 1.85471 -0.83341 -2.10471 0.06 0.24 -0.13
H 0.78788 -3.11392 -0.39933 0.07 -0.32 -0.18
H 1.01514 -1.44664 0.02537 -0.02 0.06 0.32
H -0.73589 -0.64718 -1.03300 -0.22 0.35 -0.20
H 0.00207 -3.65928 -2.91861 0.07 -0.26 0.12
H -1.00895 -3.05728 -4.21983 0.06 0.08 -0.30
H -2.87737 -3.84830 -3.38395 -0.30 -0.19 -0.01
H -3.09865 -2.09834 -1.98701 0.03 0.10 -0.05
H -4.31624 -4.37814 -1.52993 0.16 -0.15 -0.13
H -3.74203 -4.03048 0.06663 0.31 0.04 0.21
H -6.08232 -3.24274 -0.83589 -0.27 -0.12 0.19
H -5.23502 -1.95999 -1.61256 -0.02 0.30 -0.12
H -5.20590 -2.08468 0.16218 -0.01 0.27 0.14
H -1.22511 -3.43261 -0.24412 -0.18 -0.35 0.01
H -3.82769 -0.78188 2.70599 0.12 -0.24 0.31
H -4.04565 0.71143 1.83609 -0.16 0.17 0.07
H -2.50495 0.42565 2.57705 0.26 -0.10 0.30
H 5.08433 -4.73700 -1.92916 0.13 -0.13 -0.23
H 4.66236 -4.80323 -0.21872 -0.01 -0.37 0.10
H 5.42983 -3.36855 -0.82854 0.30 0.08 -0.22
C -2.89230 8.12033 -4.37081 -0.08 -0.08 -0.04
O -2.80048 6.81630 -4.91561 0.05 0.13 0.14
C -1.48331 6.41812 -5.27094 -0.05 -0.17 -0.20
C -0.98000 5.32466 -4.35377 -0.05 0.08 0.19
N -0.73383 5.82982 -3.00882 -0.12 -0.17 -0.04
C -0.46922 4.79987 -2.01179 0.01 0.26 0.01
C -1.57322 3.79221 -1.70616 0.15 -0.18 0.10
O -2.70788 4.33278 -1.06094 -0.07 -0.05 -0.09
C -3.67748 4.92186 -1.91280 -0.06 0.02 0.19
H -3.94901 8.37166 -4.30458 -0.01 -0.03 -0.01
H -2.45799 8.17768 -3.36670 0.06 0.07 -0.03
H -2.40018 8.85360 -5.01471 0.03 0.03 0.02
H -0.80029 7.27137 -5.27643 0.01 0.02 0.10
H -1.53091 6.02080 -6.28842 0.01 0.03 -0.01
H -0.04615 4.92266 -4.75746 0.01 -0.02 0.01
H -1.72825 4.51962 -4.36567 0.03 -0.05 -0.12
H -1.53432 6.37060 -2.70970 0.02 0.07 -0.01
H -0.22816 5.31288 -1.07780 0.02 -0.05 0.04
H 0.42963 4.25106 -2.31159 -0.02 -0.05 -0.03
H -1.15779 3.06451 -1.00164 0.02 0.02 0.01
H -1.87611 3.22190 -2.59543 -0.02 0.11 -0.08
H -3.72108 4.42493 -2.88535 0.05 0.03 -0.05
H -3.49212 5.98825 -2.05721 0.01 -0.01 -0.13
H -4.64749 4.82213 -1.42553 0.02 -0.03 0.02
C 3.85580 1.84230 2.66199 -0.11 -0.05 0.05
O 3.40149 0.82918 3.54001 0.13 0.09 -0.15
C 4.44078 0.16799 4.25874 -0.11 -0.29 0.09
C 4.40689 0.51567 5.73063 -0.07 0.28 -0.02
N 4.80313 1.89851 5.95747 -0.13 -0.08 0.02
C 4.58816 2.37862 7.32143 0.12 0.10 -0.15
C 3.15921 2.43551 7.85029 0.05 0.00 0.23
O 2.33915 3.40045 7.21838 -0.01 -0.07 -0.08
C 1.71995 2.98773 6.01838 -0.05 0.19 0.05
H 3.00741 2.15097 2.05214 -0.03 -0.01 0.03
H 4.22839 2.71760 3.20241 0.09 0.00 -0.05
H 4.64487 1.47036 2.00088 0.04 0.03 0.00
H 5.42066 0.38671 3.82547 0.00 0.12 0.01
H 4.26111 -0.90631 4.15385 0.03 -0.01 0.00
H 5.09644 -0.14368 6.26505 0.00 -0.01 0.03
H 3.39068 0.30997 6.09428 0.02 -0.15 0.00
H 4.29032 2.49564 5.32287 0.00 0.03 -0.02
H 4.99695 3.38997 7.37081 0.01 0.00 0.05
H 5.18641 1.76431 8.00083 -0.02 -0.04 0.01
H 3.21653 2.74113 8.89741 -0.01 0.01 0.00
H 2.66866 1.45447 7.84200 0.00 -0.02 -0.12
H 1.48863 1.91898 6.02578 0.05 -0.04 -0.03
H 2.33414 3.22258 5.14364 0.00 -0.12 -0.05
H 0.78739 3.54469 5.92071 0.00 0.00 0.04